1.
70
Properties=species:S:1:pos:R:3:forces:R:3 method="wB97M-V/def2-TZVPD" charge=-1 gap_ha="0.1319 / 0.2344" multiplicity=5 largest_force_ev_per_a=3.13 lumo_energy_ha="0.0759 / 0.0467"
Rh -0.155 0.472 0.146 0.663 -1.437 -1.057
Cl -0.629 2.695 0.024 -0.426 1.912 0.085
N -2.181 0.170 -0.347 -1.755 -0.966 -2.269
N 1.896 1.001 0.066 2.197 -0.066 -1.894
C -2.795 0.411 -1.490 0.660 -0.063 3.063
C 2.579 1.523 -0.933 -1.133 -0.495 2.788
C -3.218 -0.051 0.699 -0.131 0.079 -0.008
C -4.412 0.669 0.070 -0.020 0.321 0.188
C -2.814 0.539 2.038 -0.070 0.276 -0.065
C -3.510 -1.544 0.863 0.189 -0.025 -0.307
H -2.465 1.563 1.868 -0.018 -0.089 0.262
H -2.021 -0.058 2.500 -0.128 0.153 -0.120
H -3.692 0.550 2.696 0.162 0.030 -0.022
H -3.885 -1.960 -0.083 0.082 -0.042 0.219
H -4.274 -1.670 1.641 0.136 -0.024 -0.156
H -2.603 -2.082 1.163 -0.160 0.076 -0.076
C 2.705 1.138 1.309 0.124 0.051 0.086
C 3.663 2.263 0.913 -0.168 0.338 0.135
C 3.490 -0.143 1.604 -0.152 -0.111 -0.310
C 1.829 1.485 2.498 -0.051 0.195 0.024
H 1.179 2.317 2.212 0.003 -0.036 0.274
H 2.466 1.774 3.344 -0.149 -0.011 -0.087
H 1.217 0.620 2.785 0.158 0.265 -0.092
H 4.150 -0.383 0.760 -0.092 -0.068 0.191
H 2.811 -0.983 1.790 0.147 0.128 -0.073
H 4.103 0.021 2.502 -0.119 -0.063 -0.191
O 3.615 2.281 -0.539 0.525 -0.018 -0.317
H 4.702 2.101 1.228 -0.294 -0.002 -0.195
H 3.309 3.232 1.295 0.111 -0.123 -0.303
O -4.094 0.716 -1.347 -0.441 -0.241 -0.389
H -4.491 1.697 0.454 -0.003 -0.178 -0.312
H -5.370 0.149 0.203 0.317 0.120 -0.173
C -2.295 0.279 -2.896 0.002 -0.307 -0.565
C 2.454 1.307 -2.413 0.209 -0.234 -0.541
C 1.167 1.709 -3.084 -0.170 -0.089 -0.990
H 2.575 0.216 -2.546 0.150 0.410 -0.006
H 3.289 1.847 -2.882 -0.052 -0.332 0.213
C 0.138 0.771 -3.216 -0.183 0.311 1.297
C -1.188 1.201 -3.333 0.409 0.042 -0.908
H 0.361 -0.294 -3.162 -0.110 0.126 0.846
C -1.409 2.428 -3.974 0.370 0.215 0.363
C -0.293 3.239 -4.214 0.022 -0.006 0.032
C -2.769 2.858 -4.468 0.027 0.058 0.166
C 0.985 2.947 -3.721 -0.554 -0.043 0.291
H -0.430 4.170 -4.771 -0.003 -0.220 0.155
C 2.108 3.926 -3.952 -0.069 0.091 0.181
H 1.722 4.767 -4.539 0.198 -0.108 0.093
H 2.926 3.456 -4.515 -0.114 0.157 0.166
H 2.510 4.327 -3.011 -0.030 -0.137 -0.218
H -3.177 2.111 -5.164 -0.004 0.204 0.188
H -2.676 3.811 -5.002 -0.098 -0.204 0.086
H -3.484 2.999 -3.645 0.127 -0.088 -0.191
H -3.164 0.403 -3.556 0.145 -0.234 0.225
H -1.906 -0.752 -2.958 -0.302 0.237 -0.075
O 0.408 -2.198 -0.075 -0.176 0.415 0.407
C 0.306 -2.082 1.167 0.053 -0.662 1.173
O -0.011 -0.949 1.738 0.179 -0.466 -0.173
C 0.537 -3.228 2.145 -0.146 0.677 -0.797
C 0.633 -2.982 3.529 0.004 -0.728 0.525
C 0.816 -4.031 4.436 -0.184 1.588 -0.257
C 0.910 -5.344 3.972 0.328 -1.475 0.896
C 0.807 -5.619 2.598 -0.150 0.622 -0.807
C 0.627 -4.562 1.701 0.121 -0.618 0.507
N 1.133 -6.391 4.914 -0.375 1.921 -1.211
O 1.235 -6.054 6.119 0.092 -0.110 0.844
O 1.218 -7.575 4.524 0.048 -0.839 -0.373
H 0.547 -1.964 3.899 0.016 -0.147 -0.088
H 0.878 -3.840 5.505 0.028 -0.107 -0.335
H 0.867 -6.654 2.281 -0.002 0.167 -0.045
H 0.538 -4.765 0.639 0.033 0.029 0.027


2.
79
Properties=species:S:1:pos:R:3:forces:R:3 method="wB97M-V/def2-TZVPD" charge=+1 gap_ha="0.2315 / 0.2323" e_above_lowest_kcal_mol=0.0 multiplicity=4 largest_force_ev_per_a=3.18 lumo_energy_ha="-0.1379 / -0.1371"
Nd 0.435 1.587 -0.708 0.761 -1.049 -0.379
C 0.236 4.457 -0.421 1.041 -0.231 1.124
C 0.980 4.375 -1.606 -0.831 0.493 -0.339
C 2.316 3.969 -1.562 0.284 -0.384 -2.018
C 2.949 3.523 -0.428 -0.668 0.036 1.136
C 2.234 3.603 0.780 -0.637 -0.296 -0.195
C 0.866 3.992 0.771 1.419 0.933 -0.771
H -0.737 4.939 -0.326 0.102 -0.491 -0.424
H 0.513 4.622 -2.585 0.458 0.029 0.910
H 2.890 3.972 -2.508 -0.483 -0.114 0.564
H 3.939 3.096 -0.470 0.176 0.236 0.074
H 2.739 3.356 1.720 -0.397 -0.092 -0.343
H 0.395 4.057 1.726 -0.552 0.078 0.402
C 1.099 -1.464 -4.571 0.487 0.191 -0.040
C 0.722 -0.372 -3.626 1.269 1.221 2.236
N 1.371 0.006 -2.499 -1.564 -1.190 -2.506
N 2.462 -0.723 -2.208 1.354 -0.560 1.085
C 2.862 -0.552 -0.962 -1.510 1.200 0.894
O 2.259 0.268 -0.099 -0.939 0.271 -1.191
C 4.001 -1.238 -0.363 -0.226 -0.661 -1.186
C 4.106 -1.387 1.006 0.620 0.031 0.368
C 5.285 -1.919 1.524 -0.229 -0.447 0.413
C 6.296 -2.370 0.648 -0.214 0.087 0.590
C 6.111 -2.304 -0.740 -0.118 0.525 0.272
C 4.936 -1.760 -1.247 0.308 -0.048 0.892
C -0.485 0.392 -3.834 -1.605 1.833 1.131
C -1.438 0.145 -4.790 -0.237 0.482 0.657
C -2.590 0.996 -4.815 0.068 -0.337 0.070
C -2.721 2.092 -3.991 -0.436 0.252 0.740
C -1.840 2.133 -2.847 0.568 0.702 -2.922
N -0.729 1.391 -2.856 -0.294 -0.761 -0.067
H 1.893 -2.016 -4.096 0.426 -0.203 -0.113
H 1.431 -1.099 -5.574 -0.274 -0.098 0.853
H 0.277 -2.160 -4.714 -0.232 0.069 -0.054
H 3.268 -1.109 1.637 0.293 0.165 -0.002
H 5.350 -2.015 2.636 0.265 -0.041 -1.182
H 7.206 -2.800 1.096 -0.414 0.303 -0.464
H 6.901 -2.537 -1.432 0.162 -0.505 0.035
H 4.650 -1.706 -2.279 0.506 0.007 -0.473
H -1.294 -0.700 -5.454 -0.315 0.241 -0.068
H -3.442 0.703 -5.421 0.344 0.368 -0.543
H -3.515 2.895 -4.117 0.929 -1.509 0.313
H -3.052 3.284 -1.721 0.945 -0.432 -0.580
C 1.853 -3.635 3.214 1.110 0.105 1.181
Ge 0.129 -3.010 3.833 0.023 -0.957 0.196
C 0.439 -2.386 5.677 -0.844 1.669 0.118
C -1.188 -4.479 3.764 0.418 0.630 1.291
C -0.596 -1.714 2.557 0.553 1.034 0.117
Se -1.332 -2.489 0.969 -0.655 -0.422 -0.937
C -3.257 -2.233 1.261 -0.143 -0.252 -0.490
H 1.855 -4.120 2.259 -0.023 -0.205 -0.592
H 2.229 -4.359 3.977 -0.327 0.321 -0.564
H 2.608 -2.823 3.229 -0.420 -0.302 -0.193
H 1.038 -3.052 6.287 0.280 -0.181 -0.209
H -0.537 -2.296 6.207 0.567 0.052 -0.351
H 0.902 -1.350 5.676 -0.428 -1.239 0.058
H -0.897 -5.226 4.526 -0.098 0.048 -0.658
H -1.214 -4.860 2.735 -0.457 -0.017 0.568
H -2.105 -4.003 4.177 0.137 -0.567 -0.814
H 0.190 -1.079 2.116 -0.122 0.014 0.643
H -1.342 -1.069 3.017 0.018 0.104 -0.067
H -3.515 -1.215 0.987 -0.089 0.053 0.060
H -3.521 -2.426 2.293 0.091 -0.054 0.204
H -3.832 -2.938 0.625 0.554 0.390 0.311
F -4.446 2.406 2.865 0.721 -0.138 0.325
C -3.158 2.191 2.752 2.131 -0.171 0.419
F -2.812 0.893 2.884 -0.854 1.167 0.359
F -2.432 2.925 3.690 -1.378 -1.055 -1.589
S -2.596 2.644 0.964 0.185 -2.185 -0.547
O -1.357 1.695 0.743 -1.474 1.544 0.783
O -1.958 3.062 -1.919 0.136 -0.356 0.611
N -3.818 1.784 0.332 -0.080 -0.074 -0.032
S -4.899 2.239 -0.698 -1.138 0.867 -0.357
O -4.307 3.251 -1.646 -1.571 -0.385 0.818
O -6.226 2.519 -0.167 2.330 -0.346 -0.988
C -5.189 0.693 -1.798 -0.363 -1.689 0.574
F -5.711 -0.254 -0.944 0.581 1.359 -1.348
F -4.044 0.146 -2.325 -1.558 1.073 0.695
F -6.086 0.943 -2.793 1.575 -0.141 1.505